This record from OMol25 describes a 2-piece molecular cluster, C3H7O overall. The level of theory is ωB97M-V/def2-TZVPD.

Each line ends with the Mulliken charge.
Cartesian coordinates (Å):
O (2.308189, 0.473596, 1.088318)  -0.742
H (1.721042, 1.026757, 1.582821)  0.336
C (-0.686580, 0.088716, -1.667773)  -1.003
C (-0.430990, 0.184883, -0.314639)  -0.419
C (-0.773041, -0.794941, 0.664486)  -0.676
H (-0.313337, 0.824213, -2.374658)  0.233
H (1.585769, -0.108959, 0.768876)  0.295
H (-1.384397, -0.640783, -2.068191)  0.265
H (-0.178155, 1.163241, 0.083842)  0.330
H (-0.265995, -0.708437, 1.625822)  0.081
H (-1.582504, -1.508286, 0.611096)  0.301

Cartesian forces, eV/Å:
-0.32 -0.80 -0.26
-0.14 1.08 0.76
-0.05 0.80 -0.10
-1.92 -1.54 -0.13
0.86 1.27 0.43
-0.27 0.25 0.14
0.58 -0.40 -0.50
0.38 -0.40 0.01
1.17 -0.05 -0.15
-0.54 0.14 0.25
0.23 -0.35 -0.45

Net charge: -1
Max |F| in hartree/bohr: 0.0479
Energy above the lowest of the compared OMol25 structures with the same formula, charge and spin in kJ/mol: 157.69
Kohn-Sham gap in eV: 5.61